[1]
{"formula": "C44H37N3O4PS2Zr", "method": "ωB97M-V with the def2-TZVPD basis set", "spin_multiplicity": 1, "charge": 1, "lumo_ev": -3.121, "orbital_gap_ev": 7.159, "species": ["Zr", "O", "C", "C", "C", "C", "C", "C", "C", "P", "C", "C", "C", "C", "C", "C", "C", "C", "C", "C", "C", "C", "H", "H", "H", "H", "H", "H", "H", "H", "H", "H", "H", "H", "H", "H", "S", "C", "C", "C", "C", "C", "C", "N", "C", "C", "C", "C", "C", "C", "C", "C", "N", "C", "C", "C", "C", "C", "S", "C", "H", "H", "H", "H", "H", "H", "H", "H", "H", "H", "H", "H", "N", "C", "C", "O", "O", "H", "H", "H", "H", "C", "C", "C", "O", "H", "H", "H", "H", "H", "H", "H"], "xyz": [[0.193, -0.185, 0.506], [1.041, 1.602, 1.278], [-0.118, 1.579, 1.773], [-0.796, 2.831, 2.153], [-0.683, 3.529, 3.344], [-1.465, 4.665, 3.520], [-2.332, 5.091, 2.520], [-2.422, 4.398, 1.319], [-1.653, 3.258, 1.128], [-1.525, 2.198, -0.336], [-0.093, 2.894, -1.246], [0.352, 2.216, -2.388], [1.466, 2.659, -3.086], [2.163, 3.777, -2.647], [1.733, 4.452, -1.513], [0.613, 4.014, -0.818], [-2.928, 2.546, -1.431], [-4.177, 2.057, -1.036], [-5.298, 2.260, -1.825], [-5.180, 2.942, -3.030], [-3.945, 3.427, -3.432], [-2.821, 3.234, -2.637], [-0.015, 3.190, 4.125], [-1.400, 5.219, 4.448], [-2.937, 5.975, 2.674], [-3.087, 4.739, 0.534], [-0.181, 1.340, -2.739], [1.787, 2.131, -3.977], [3.035, 4.122, -3.187], [2.269, 5.325, -1.166], [0.291, 4.556, 0.062], [-4.269, 1.514, -0.101], [-6.261, 1.883, -1.505], [-6.052, 3.094, -3.654], [-3.851, 3.966, -4.366], [-1.868, 3.631, -2.959], [3.226, 0.207, 5.891], [3.868, -0.239, 7.403], [4.230, -1.550, 7.431], [3.957, -2.207, 6.199], [3.394, -1.383, 5.269], [2.981, -1.727, 3.894], [2.543, -0.719, 3.010], [2.201, -0.955, 1.767], [2.275, -2.218, 1.307], [2.590, -3.306, 2.100], [2.563, -4.629, 1.526], [2.317, -4.809, 0.213], [2.092, -3.679, -0.657], [1.985, -3.776, -2.051], [1.855, -2.646, -2.830], [1.784, -1.415, -2.162], [1.866, -1.284, -0.854], [2.040, -2.401, -0.107], [1.742, -2.696, -4.300], [1.589, -3.798, -5.090], [1.492, -3.484, -6.475], [1.575, -2.146, -6.703], [1.786, -1.270, -5.256], [2.953, -3.022, 3.431], [3.955, 0.493, 8.191], [4.670, -2.031, 8.292], [4.175, -3.251, 6.023], [2.442, 0.308, 3.343], [2.763, -5.478, 2.167], [2.319, -5.803, -0.215], [2.031, -4.756, -2.512], [1.619, -0.495, -2.711], [1.531, -4.808, -4.707], [1.364, -4.217, -7.257], [1.534, -1.627, -7.648], [3.207, -3.843, 4.092], [-3.086, -0.343, 1.803], [-2.407, -0.717, 3.041], [-0.983, -1.151, 2.821], [-0.176, -1.135, 3.713], [-0.707, -1.624, 1.569], [-4.010, 0.013, 2.015], [-3.213, -1.157, 1.211], [-2.890, -1.540, 3.584], [-2.362, 0.134, 3.716], [-1.827, -2.688, -1.440], [-1.861, -1.202, -1.733], [-1.898, -0.932, -3.223], [-0.730, -0.538, -1.174], [-2.787, -3.139, -1.700], [-1.628, -2.900, -0.388], [-1.055, -3.176, -2.044], [-2.756, -0.763, -1.274], [-0.968, -1.268, -3.691], [-2.033, 0.131, -3.436], [-2.724, -1.471, -3.690]]}

[2]
{"formula": "C44H38As2ClN5O8Ti", "method": "ωB97M-V with the def2-TZVPD basis set", "spin_multiplicity": 1, "charge": -2, "lumo_ev": [3.318, 3.318], "orbital_gap_ev": [5.892, 5.891], "species": ["Ti", "O", "Cl", "O", "O", "O", "O", "C", "O", "C", "C", "C", "N", "C", "C", "C", "O", "O", "H", "H", "H", "N", "C", "C", "C", "N", "C", "N", "C", "As", "C", "C", "C", "C", "C", "C", "C", "C", "H", "H", "H", "H", "H", "H", "H", "H", "H", "H", "H", "H", "H", "N", "C", "C", "C", "C", "C", "C", "H", "H", "H", "H", "H", "H", "H", "C", "C", "C", "C", "C", "C", "As", "C", "C", "C", "C", "C", "C", "C", "C", "C", "C", "C", "C", "H", "H", "H", "H", "H", "H", "H", "H", "H", "H", "H", "H", "H", "H", "H"], "xyz": [[1.621, -0.075, -0.426], [2.209, 0.905, -4.344], [1.476, 0.644, -3.124], [0.405, -0.304, -3.438], [0.104, 0.718, -0.811], [2.470, -0.164, -2.202], [5.471, -4.833, 3.010], [5.419, -4.719, 1.774], [5.872, -5.428, 0.855], [4.638, -3.482, 1.271], [4.935, -2.925, 0.035], [4.177, -1.878, -0.443], [3.123, -1.386, 0.224], [2.852, -1.904, 1.439], [3.587, -2.924, 1.994], [1.644, -1.295, 2.097], [1.237, -1.616, 3.177], [1.064, -0.390, 1.318], [5.750, -3.343, -0.539], [4.378, -1.415, -1.401], [3.324, -3.296, 2.976], [2.854, 1.483, -0.091], [3.760, 1.995, -0.615], [4.822, 2.657, -1.182], [6.060, 2.744, -0.485], [7.070, 2.847, 0.063], [4.703, 3.295, -2.450], [4.653, 3.837, -3.467], [1.736, -3.212, -2.477], [0.479, -2.333, -1.275], [-1.135, -2.704, -2.305], [0.330, -3.781, 0.092], [-0.128, -5.092, -0.458], [0.780, -6.003, -1.001], [0.341, -7.175, -1.599], [-1.015, -7.471, -1.649], [-1.924, -6.597, -1.068], [-1.483, -5.420, -0.480], [1.320, -4.140, -2.863], [2.664, -3.420, -1.948], [1.946, -2.530, -3.296], [-1.032, -3.673, -2.786], [-1.222, -1.920, -3.052], [-2.016, -2.711, -1.665], [-0.357, -3.402, 0.849], [1.323, -3.867, 0.534], [1.842, -5.793, -0.935], [1.064, -7.860, -2.026], [-1.358, -8.380, -2.128], [-2.982, -6.832, -1.073], [-2.193, -4.740, -0.020], [-1.913, -1.145, 0.796], [-3.156, -0.606, 1.129], [-3.301, 0.208, 2.253], [-4.552, 0.668, 2.628], [-5.684, 0.327, 1.896], [-5.543, -0.481, 0.774], [-4.294, -0.941, 0.391], [-1.708, -1.182, -0.190], [-1.131, -0.779, 1.324], [-2.418, 0.485, 2.817], [-4.639, 1.308, 3.497], [-6.660, 0.692, 2.189], [-6.416, -0.764, 0.197], [-4.188, -1.575, -0.485], [-2.255, 5.027, 4.467], [-1.014, 4.405, 4.486], [-0.662, 3.521, 3.466], [-1.516, 3.248, 2.393], [-2.789, 3.831, 2.441], [-3.153, 4.720, 3.452], [-0.577, 1.957, 0.523], [-2.081, 2.578, -0.594], [-2.479, 3.913, -0.619], [-3.576, 4.312, -1.370], [-4.280, 3.383, -2.129], [-3.863, 2.061, -2.152], [-2.771, 1.666, -1.386], [0.573, 3.476, -0.002], [1.356, 4.178, 0.907], [2.248, 5.151, 0.474], [2.382, 5.427, -0.881], [1.611, 4.729, -1.801], [0.710, 3.767, -1.360], [-2.525, 5.735, 5.244], [-0.321, 4.610, 5.298], [0.302, 3.016, 3.524], [-3.523, 3.583, 1.677], [-4.141, 5.176, 3.448], [-1.922, 4.638, -0.042], [-3.888, 5.350, -1.355], [-5.143, 3.695, -2.707], [-4.385, 1.334, -2.764], [-2.430, 0.639, -1.432], [1.276, 3.959, 1.961], [2.855, 5.683, 1.197], [3.090, 6.173, -1.220], [1.725, 4.920, -2.861], [0.109, 3.231, -2.086]]}

Relative energy (zero: lowest compared OMol25 entry of this formula, charge and spin) for every record listed, in sequence, given in kcal/mol: 50.4; 77.0.
Calculated total energy for every record listed, in sequence, given in eV: -91127.520; -227389.497.